{
  "formula": "C36H43AsN4O2PRu",
  "method": "ωB97M-V/def2-TZVPD",
  "e_homo_ev": [-13.6, -13.9],
  "charge": 2,
  "gap_ha": [0.2899, 0.2270],
  "multiplicity": 6,
  "de_lowest_ev": 1.121,
  "largest_force_ev_per_a": 2.2,
  "symbols": ["Ru", "C", "C", "C", "C", "C", "C", "C", "C", "C", "C", "C", "C", "H", "H", "H", "H", "H", "H", "H", "H", "H", "H", "H", "H", "H", "H", "H", "H", "H", "H", "O", "N", "C", "C", "C", "C", "C", "C", "C", "P", "C", "C", "C", "C", "C", "C", "C", "C", "C", "C", "C", "C", "H", "H", "H", "H", "H", "H", "H", "H", "H", "H", "H", "H", "H", "H", "H", "H", "N", "C", "N", "C", "N", "C", "As", "C", "C", "O", "H", "H", "H", "H", "H", "H", "H", "H", "H"],
  "positions_angstrom": [[-0.22, 0.52, -0.06], [0.21, -2.44, 3.26], [-0.42, -1.24, 2.61], [-1.57, -1.42, 1.83], [-2.06, -2.81, 1.55], [-2.35, -0.30, 1.46], [-3.70, -0.45, 0.84], [-1.91, 1.00, 1.80], [-2.86, 2.16, 1.77], [-0.60, 1.18, 2.33], [-0.05, 2.57, 2.50], [0.10, 0.05, 2.83], [1.26, 0.25, 3.75], [0.80, -3.01, 2.54], [-0.56, -3.10, 3.65], [0.85, -2.16, 4.09], [-1.24, -3.52, 1.54], [-2.57, -2.87, 0.60], [-2.77, -3.11, 2.32], [-3.75, 0.14, -0.08], [-4.47, -0.09, 1.52], [-3.94, -1.48, 0.59], [-3.87, 1.83, 2.04], [-2.90, 2.61, 0.77], [-2.57, 2.93, 2.49], [-0.52, 3.25, 1.79], [1.02, 2.60, 2.33], [-0.25, 2.95, 3.51], [0.92, 0.06, 4.77], [1.65, 1.26, 3.71], [2.08, -0.45, 3.55], [2.46, 0.82, 1.00], [2.09, -0.39, 0.50], [2.75, -1.44, 0.79], [2.47, -2.73, 0.19], [3.31, -3.80, 0.54], [3.21, -5.02, -0.11], [2.28, -5.19, -1.12], [1.43, -4.15, -1.46], [1.49, -2.92, -0.80], [0.41, -1.56, -1.35], [-1.15, -2.28, -1.91], [-1.65, -3.53, -1.54], [-2.88, -3.94, -2.02], [-3.63, -3.11, -2.85], [-3.15, -1.85, -3.18], [-1.93, -1.43, -2.70], [1.28, -1.10, -2.89], [2.37, -0.22, -2.85], [3.06, 0.06, -4.02], [2.69, -0.53, -5.22], [1.62, -1.41, -5.25], [0.92, -1.70, -4.09], [3.29, 0.76, 1.51], [3.61, -1.39, 1.47], [4.05, -3.66, 1.31], [3.87, -5.82, 0.17], [2.24, -6.12, -1.67], [0.73, -4.29, -2.27], [-1.09, -4.18, -0.89], [-3.26, -4.92, -1.75], [-4.58, -3.45, -3.22], [-3.73, -1.21, -3.83], [-1.54, -0.45, -2.94], [2.67, 0.24, -1.92], [3.88, 0.76, -3.99], [3.23, -0.30, -6.13], [1.33, -1.89, -6.17], [0.09, -2.38, -4.12], [0.73, 2.08, -1.09], [0.56, 2.15, -2.26], [0.39, 2.40, -3.46], [0.14, 1.73, -4.53], [-0.14, 1.18, -5.50], [-4.74, 2.86, -1.42], [-2.84, 2.84, -1.91], [-2.84, 3.05, -3.85], [-1.99, 4.43, -1.13], [-2.15, 1.43, -1.37], [-5.15, 3.84, -1.64], [-4.90, 2.62, -0.37], [-5.25, 2.11, -2.04], [-3.66, 3.72, -4.09], [-3.00, 2.10, -4.35], [-1.91, 3.50, -4.20], [-1.77, 5.14, -1.92], [-1.06, 4.17, -0.62], [-2.68, 4.90, -0.42]],
  "lowdin_charge": [1.403, -0.005, -0.175, -0.183, -0.023, -0.210, -0.008, -0.240, -0.011, -0.265, -0.036, -0.195, -0.019, 0.089, 0.102, 0.082, 0.083, 0.054, 0.121, 0.072, 0.102, 0.079, 0.095, 0.039, 0.096, 0.073, 0.077, 0.115, 0.119, 0.076, 0.080, -0.064, -0.117, -0.080, -0.219, -0.010, -0.029, -0.022, -0.066, -0.258, 1.069, -0.382, -0.119, -0.055, -0.041, -0.046, -0.122, -0.347, -0.118, -0.057, -0.049, -0.062, -0.085, 0.133, 0.154, 0.124, 0.123, 0.125, 0.111, 0.101, 0.120, 0.117, 0.116, 0.080, 0.084, 0.117, 0.120, 0.120, 0.108, 0.006, -0.382, 0.151, -0.376, 0.190, -0.183, 1.032, -0.185, -0.179, -0.597, 0.052, 0.029, 0.050, 0.050, 0.045, 0.031, 0.047, 0.018, 0.044]
}

{
  "formula": "C36H43Cl4FeO5PSi",
  "method": "ωB97M-V/def2-TZVPD",
  "e_homo_ev": [-10.5, -11.6],
  "charge": 1,
  "gap_ha": [0.2037, 0.2395],
  "multiplicity": 6,
  "de_lowest_ev": 0.549,
  "largest_force_ev_per_a": 1.9,
  "symbols": ["Fe", "Cl", "C", "C", "C", "C", "C", "C", "P", "C", "C", "C", "C", "C", "C", "C", "C", "C", "C", "C", "C", "H", "H", "H", "H", "H", "H", "H", "H", "H", "H", "H", "H", "H", "H", "Cl", "C", "C", "C", "Cl", "C", "O", "C", "Cl", "C", "H", "H", "C", "C", "C", "C", "O", "Si", "O", "O", "C", "C", "C", "C", "O", "C", "C", "C", "C", "H", "H", "H", "H", "H", "H", "H", "H", "H", "H", "H", "H", "H", "H", "H", "H", "H", "H", "H", "H", "H", "H", "H", "H", "H", "H", "H"],
  "positions_angstrom": [[-0.02, -0.19, 0.38], [-1.83, 0.57, -1.03], [-3.34, 0.12, -0.29], [-4.49, 0.77, -0.70], [-5.71, 0.44, -0.13], [-5.77, -0.54, 0.84], [-4.62, -1.19, 1.25], [-3.38, -0.87, 0.69], [-1.83, -1.69, 1.23], [-2.30, -2.53, 2.78], [-2.65, -1.74, 3.87], [-2.96, -2.32, 5.09], [-2.91, -3.70, 5.24], [-2.56, -4.50, 4.16], [-2.25, -3.92, 2.93], [-1.63, -3.05, 0.02], [-0.46, -3.74, 0.15], [0.15, -4.48, -0.99], [-0.86, -4.82, -2.03], [-2.08, -4.23, -2.05], [-2.46, -3.27, -1.09], [-4.43, 1.54, -1.47], [-6.60, 0.96, -0.45], [-6.72, -0.80, 1.29], [-4.67, -1.95, 2.02], [-2.67, -0.66, 3.76], [-3.23, -1.70, 5.93], [-3.16, -4.15, 6.19], [-2.54, -5.57, 4.26], [-1.98, -4.56, 2.11], [0.16, -3.59, 1.04], [0.63, -5.39, -0.63], [-0.57, -5.53, -2.80], [-2.78, -4.49, -2.84], [-3.40, -2.74, -1.20], [5.18, -4.87, -0.76], [3.74, -3.93, -0.78], [3.70, -2.74, 0.00], [2.60, -1.94, -0.04], [2.46, -0.49, 0.88], [1.48, -2.24, -0.85], [0.52, -1.44, -0.94], [1.41, -3.57, -1.56], [1.17, -3.13, -3.31], [2.67, -4.34, -1.50], [4.55, -2.47, 0.63], [2.71, -5.26, -2.06], [3.08, 0.33, 4.87], [1.56, 0.38, 4.72], [0.89, 0.77, 6.04], [1.03, -0.98, 4.26], [1.29, 1.38, 3.75], [0.01, 1.96, 2.92], [-0.13, 1.16, 1.51], [-1.41, 1.72, 3.69], [-2.58, 2.55, 3.84], [-2.34, 3.50, 5.01], [-3.74, 1.61, 4.14], [-2.89, 3.32, 2.56], [0.31, 3.52, 2.63], [1.44, 4.39, 2.81], [1.07, 5.71, 2.16], [1.69, 4.58, 4.31], [2.68, 3.80, 2.13], [3.37, -0.43, 5.60], [3.46, 1.30, 5.20], [3.54, 0.09, 3.91], [1.07, 0.01, 6.80], [-0.18, 0.88, 5.88], [1.29, 1.72, 6.40], [0.98, -1.68, 5.09], [1.65, -1.39, 3.47], [0.02, -0.82, 3.87], [-2.11, 2.93, 5.91], [-3.21, 4.12, 5.20], [-1.49, 4.15, 4.78], [-3.59, 1.08, 5.08], [-3.85, 0.88, 3.34], [-4.67, 2.18, 4.22], [-2.08, 4.00, 2.31], [-3.81, 3.90, 2.68], [-3.02, 2.62, 1.73], [0.17, 6.12, 2.63], [0.87, 5.57, 1.10], [1.88, 6.43, 2.28], [0.82, 5.04, 4.78], [2.55, 5.24, 4.47], [1.89, 3.62, 4.78], [2.47, 3.63, 1.07], [2.94, 2.85, 2.59], [3.52, 4.48, 2.23]],
  "lowdin_charge": [0.393, 0.837, -0.595, -0.088, -0.051, -0.053, -0.069, -0.364, 1.112, -0.353, -0.107, -0.057, -0.065, -0.066, -0.077, -0.364, -0.084, -0.206, -0.072, -0.061, -0.023, 0.115, 0.117, 0.115, 0.112, 0.073, 0.112, 0.111, 0.110, 0.093, 0.129, 0.149, 0.113, 0.119, 0.111, 0.746, -0.645, -0.018, -0.499, 0.891, -0.417, -0.129, -0.574, 0.801, -0.105, 0.131, 0.131, -0.021, -0.632, -0.015, -0.024, -0.110, 0.020, -0.385, -0.102, -0.617, -0.012, -0.030, -0.015, -0.093, -0.625, -0.027, -0.016, -0.022, 0.093, 0.089, 0.071, 0.091, 0.078, 0.089, 0.096, 0.055, 0.057, 0.089, 0.093, 0.076, 0.088, 0.062, 0.095, 0.077, 0.095, 0.082, 0.087, 0.089, 0.090, 0.084, 0.093, 0.070, 0.091, 0.070, 0.092]
}

{
  "formula": "C36H43ClIIrN2O2PS3",
  "method": "ωB97M-V/def2-TZVPD",
  "e_homo_ev": -10.0,
  "charge": 1,
  "gap_ha": 0.2552,
  "de_lowest_ev": 0.000,
  "largest_force_ev_per_a": 0.4,
  "symbols": ["Ir", "Cl", "C", "C", "C", "I", "C", "O", "C", "N", "C", "C", "C", "C", "H", "H", "H", "H", "O", "C", "C", "C", "C", "C", "S", "C", "C", "C", "C", "S", "C", "C", "C", "C", "S", "H", "H", "H", "H", "H", "H", "H", "H", "H", "C", "C", "C", "C", "C", "N", "H", "H", "H", "H", "H", "H", "H", "H", "H", "C", "C", "C", "P", "C", "C", "C", "C", "C", "C", "H", "H", "H", "H", "H", "H", "H", "H", "H", "H", "H", "H", "H", "H", "H", "H", "H", "H", "H", "H", "H"],
  "positions_angstrom": [[0.14, 0.04, -0.33], [-4.23, 4.61, 2.44], [-2.82, 3.81, 1.84], [-1.64, 4.49, 1.72], [-0.48, 3.85, 1.25], [1.29, 4.94, 1.12], [-0.48, 2.52, 0.88], [0.60, 1.88, 0.48], [-1.73, 1.84, 0.95], [-1.74, 0.55, 0.50], [-2.82, -0.18, 0.64], [-4.00, 0.33, 1.19], [-4.05, 1.64, 1.58], [-2.89, 2.45, 1.46], [-1.60, 5.53, 2.01], [-2.76, -1.19, 0.27], [-4.86, -0.31, 1.28], [-4.96, 2.07, 1.98], [-0.56, -1.65, -1.33], [-1.39, -1.35, -2.42], [-1.56, 0.17, -2.45], [-0.47, 1.04, -2.35], [-0.89, 2.42, -2.30], [-2.23, 2.54, -2.33], [-3.02, 1.01, -2.45], [-2.70, -2.11, -2.26], [-2.97, -3.05, -1.32], [-4.23, -3.69, -1.51], [-4.88, -3.22, -2.61], [-3.98, -2.02, -3.42], [-0.76, -1.79, -3.74], [-0.32, -1.05, -4.80], [0.23, -1.84, -5.85], [0.19, -3.17, -5.55], [-0.52, -3.47, -4.03], [0.51, 0.70, -2.68], [-0.22, 3.26, -2.21], [-2.82, 3.44, -2.28], [-2.27, -3.29, -0.53], [-4.63, -4.46, -0.87], [-5.85, -3.51, -2.99], [-0.40, 0.03, -4.85], [0.62, -1.45, -6.77], [0.54, -3.99, -6.16], [-0.90, -3.90, 2.98], [0.37, -3.72, 2.14], [1.62, -3.94, 3.01], [0.38, -4.67, 0.94], [0.37, -2.35, 1.60], [0.35, -1.31, 1.13], [-0.94, -4.92, 3.34], [-1.80, -3.72, 2.37], [-0.92, -3.22, 3.83], [1.56, -4.93, 3.46], [1.69, -3.20, 3.82], [2.53, -3.89, 2.42], [0.41, -5.70, 1.31], [1.25, -4.50, 0.30], [-0.52, -4.55, 0.33], [4.45, -2.18, -1.34], [2.96, -1.87, -1.30], [2.31, -2.23, -2.63], [2.47, -0.17, -0.78], [3.52, 0.14, 0.72], [3.39, 1.53, 1.33], [3.45, -0.92, 1.82], [3.23, 0.98, -2.05], [2.48, 2.30, -2.24], [4.71, 1.29, -1.81], [4.58, -3.24, -1.55], [4.97, -1.96, -0.40], [4.94, -1.64, -2.14], [2.49, -2.49, -0.52], [2.75, -1.66, -3.46], [1.24, -2.06, -2.61], [2.48, -3.28, -2.85], [4.52, 0.06, 0.28], [2.47, 1.64, 1.88], [3.41, 2.33, 0.58], [4.23, 1.69, 2.01], [2.52, -0.86, 2.37], [4.26, -0.72, 2.53], [3.58, -1.93, 1.44], [3.16, 0.40, -2.97], [2.21, 2.77, -1.29], [1.59, 2.19, -2.84], [3.13, 3.00, -2.78], [4.85, 1.96, -0.96], [5.09, 1.81, -2.70], [5.34, 0.41, -1.67]],
  "lowdin_charge": [1.248, 0.720, -0.609, -0.158, -0.634, 0.988, -0.429, -0.305, -0.147, -0.027, -0.106, -0.017, 0.005, -0.164, 0.099, 0.096, 0.119, 0.101, -0.317, -0.585, -0.468, -0.285, -0.149, -0.330, 1.131, -0.521, -0.143, -0.163, -0.387, 1.047, -0.491, -0.110, -0.163, -0.384, 1.077, 0.083, 0.119, 0.088, 0.094, 0.106, 0.073, 0.116, 0.107, 0.073, -0.023, -0.562, -0.026, -0.012, -0.064, 0.075, 0.099, 0.088, 0.097, 0.099, 0.097, 0.082, 0.102, 0.088, 0.081, -0.091, -0.516, -0.121, 1.011, -0.513, -0.113, -0.106, -0.472, -0.103, -0.097, 0.089, 0.070, 0.076, 0.084, 0.084, 0.013, 0.090, 0.082, 0.064, 0.038, 0.094, 0.061, 0.095, 0.056, 0.101, 0.041, 0.042, 0.092, 0.079, 0.091, 0.061]
}